# C17H23BCl3NO

A cluster of 2 separate species, C17H23BCl3NO in total (ωB97M-V/def2-TZVPD, the Open Molecules 2025 dataset).

Structure (XYZ):
```
46
Properties=species:S:1:pos:R:3:forces:R:3
Cl 3.020 -1.253 0.870 -0.311 0.600 0.019
Cl 2.599 1.545 2.184 -0.354 -0.431 -0.310
Cl 2.477 1.279 -0.814 -0.458 -0.350 0.238
O 0.673 0.017 0.899 -1.879 1.413 0.090
N 2.205 -0.074 6.827 0.743 0.314 -0.551
C -0.236 0.915 0.980 1.183 -1.167 -0.953
C 2.361 0.490 5.500 0.215 -0.212 -0.169
C -1.615 0.562 0.803 -0.818 -0.269 -0.196
C 0.993 -0.406 7.321 -1.726 -0.345 0.090
C -4.347 -0.074 0.562 0.594 0.523 0.198
C -0.164 -0.305 6.590 1.251 0.064 0.516
C -3.383 -1.089 0.593 -0.072 -0.262 0.008
C -2.582 1.585 0.666 0.098 -0.274 0.194
C 3.854 0.851 5.390 -0.286 0.359 0.042
C -3.937 1.271 0.570 0.070 -0.379 -0.011
C -1.513 -0.603 7.151 -0.291 -0.285 0.323
C 1.012 -0.909 8.766 -0.047 0.167 -0.036
C -2.034 -0.790 0.692 0.242 0.446 -0.006
C -0.333 -1.452 9.262 0.055 -0.126 -0.039
C -1.528 -0.696 8.692 0.116 0.155 -0.381
C 4.551 0.152 6.560 -0.002 -0.501 -0.046
C 3.443 -0.225 7.558 0.315 0.075 0.325
B 2.136 0.378 0.774 1.506 0.130 0.310
H 3.588 -1.259 7.906 -0.050 0.238 -0.054
H 1.361 -0.093 9.432 -0.121 -0.300 -0.357
H 5.027 -0.772 6.208 -0.009 0.220 0.074
H 0.072 1.965 1.086 -0.052 -0.285 0.097
H 3.957 1.936 5.487 0.064 -0.105 -0.094
H -1.276 -1.569 0.646 -0.206 0.110 0.255
H -4.681 2.062 0.518 0.196 -0.123 -0.065
H -5.408 -0.321 0.544 0.273 0.051 -0.089
H -2.211 0.186 6.843 -0.022 -0.112 0.051
H 4.257 0.558 4.420 0.006 0.089 0.141
H 3.449 0.417 8.457 0.107 -0.096 -0.229
H 1.751 -1.722 8.856 -0.153 0.381 -0.049
H 1.728 1.380 5.365 0.018 -0.208 0.092
H -2.245 2.616 0.603 -0.130 -0.069 0.250
H -1.899 -1.534 6.705 -0.048 0.062 0.170
H -0.357 -1.404 10.358 0.012 -0.027 -0.184
H -2.457 -1.159 9.036 0.010 0.079 -0.016
H -0.123 0.010 5.544 0.077 -0.071 0.370
H -0.385 -2.518 9.010 -0.158 0.120 -0.113
H -1.504 0.327 9.084 -0.034 -0.024 0.038
H -3.696 -2.135 0.553 0.108 0.368 -0.039
H 2.059 -0.239 4.727 0.055 0.148 0.166
H 5.324 0.770 7.021 -0.089 -0.089 -0.069
```
Positions in Å, forces in eV/Å.

The total charge is 0. The calculation puts the HOMO-LUMO gap at 4.599 eV. The calculation puts the HOMO energy at -0.2499 Eh. For the LUMO energy, the calculation gives -0.08083 hartree.

These are the natural (NBO) partial charges, in e, on atoms 1 to 8: Cl -0.226; Cl -0.269; Cl -0.237; O -0.537; N -0.424; C 0.509; C -0.205; C -0.214

---

# C17H23BrCuNO3PS

A structure of composition C17H23BrCuNO3PS (ωB97M-V/def2-TZVPD, the Open Molecules 2025 dataset).

Structure (XYZ):
```
48
Properties=species:S:1:pos:R:3:forces:R:3
Br 1.036 -4.415 5.759 0.001 -0.031 0.057
Cu 1.206 -1.156 -0.066 0.240 -0.032 -0.153
S 3.670 0.577 -1.029 -0.040 -0.060 -0.113
P -0.796 0.596 0.157 0.310 -0.202 0.256
O -1.855 1.670 -0.533 -0.115 -0.002 -0.050
O 0.050 1.681 1.018 -0.068 0.043 -0.040
O -1.648 -0.040 1.364 -0.150 0.031 -0.077
N 1.739 -0.959 -1.989 -0.219 -0.121 0.096
C 1.155 -1.436 2.865 -0.010 -0.025 -0.005
C -2.554 1.194 -1.683 -0.005 0.043 0.054
C 3.400 -0.386 -3.595 0.072 0.109 0.091
C 0.414 3.956 0.294 0.029 0.049 -0.003
C 1.104 -3.496 1.706 -0.004 -0.006 0.040
C 1.132 -2.098 4.087 -0.009 -0.020 0.045
C 1.530 -1.739 -4.243 0.037 0.069 0.041
C 1.144 -2.096 1.625 -0.115 0.114 0.016
C 1.084 -3.480 4.092 0.000 0.039 -0.026
C 1.091 -1.636 -2.945 0.002 0.034 -0.105
C -3.805 0.541 2.253 -0.003 0.005 0.036
C 0.941 2.539 0.281 0.000 -0.101 -0.003
C -2.309 0.748 2.359 0.042 0.023 0.009
C 1.069 -4.195 2.911 0.002 -0.017 -0.010
C 2.734 -1.088 -4.558 -0.100 -0.100 -0.113
C 2.892 -0.304 -2.269 0.123 0.117 0.106
C -2.288 2.113 -2.856 -0.015 0.013 -0.009
H -2.564 3.138 -2.606 -0.013 0.011 0.017
H -1.231 2.098 -3.119 0.033 -0.015 0.014
H -2.237 0.172 -1.920 0.008 0.001 -0.021
H -2.865 1.802 -3.728 -0.025 -0.022 -0.030
H -2.043 1.800 2.242 -0.037 -0.030 0.006
H 1.180 -0.351 2.890 0.009 0.053 -0.010
H -4.325 1.075 3.051 0.016 0.016 0.018
H 1.920 2.447 0.747 -0.012 0.064 -0.014
H -4.048 -0.518 2.332 0.005 -0.024 -0.004
H -0.577 4.000 -0.157 -0.009 -0.019 -0.013
H 1.150 -1.550 5.022 -0.006 0.000 -0.014
H 1.085 4.608 -0.266 0.033 0.015 -0.019
H 0.168 -2.110 -2.628 0.013 -0.038 -0.003
H 3.138 -1.141 -5.563 -0.008 -0.006 -0.012
H 4.326 0.129 -3.809 -0.002 -0.005 -0.002
H 1.033 -5.277 2.929 0.003 -0.013 -0.004
H -3.621 1.155 -1.441 0.020 0.029 -0.021
H 1.099 -4.086 0.795 -0.001 -0.006 -0.007
H -1.926 0.408 3.324 -0.039 0.011 -0.003
H 0.967 -2.301 -4.973 -0.001 -0.013 -0.034
H 0.346 4.333 1.315 -0.013 -0.004 0.043
H 1.061 2.165 -0.740 0.017 0.018 0.001
H -4.173 0.911 1.296 0.007 0.005 -0.033
```
Positions in Å, forces in eV/Å.

The total charge is -1. The calculation puts the HOMO-LUMO gap at 6.892 eV. The value obtained for the energy above the lowest of the compared OMol25 structures with the same formula, charge and spin is 0.0000 eV. The calculation puts the HOMO energy at -0.1496 Eh. For the LUMO energy, the calculation gives 0.10367 hartree.

These are the natural (NBO) partial charges, in e, on atoms 1 to 8: Br -0.028; Cu 0.670; S -0.423; P 1.625; O -0.843; O -0.842; O -0.825; N -0.610

---

# C17H23Cl5EuNO2P2

A structure of composition C17H23Cl5EuNO2P2 (ωB97M-V/def2-TZVPD, the Open Molecules 2025 dataset).

Structure (XYZ):
```
51
Properties=species:S:1:pos:R:3:forces:R:3
Eu -1.047 -0.327 -0.170 3.240 1.643 -1.185
Cl 0.654 1.818 2.139 -0.199 -0.027 0.016
Cl -3.844 4.326 4.063 0.150 -0.204 -0.203
Cl -5.580 2.476 2.172 -0.324 0.120 0.087
Cl -0.694 4.017 4.033 0.029 0.104 0.074
Cl -4.145 0.254 0.295 -0.293 -0.808 -0.554
P 0.038 1.864 -1.928 0.266 1.016 0.726
P 0.340 -1.916 1.792 0.986 -0.574 0.359
O -1.442 -1.230 -2.741 -1.782 -1.553 0.061
O -2.432 -2.174 -0.540 -1.366 1.623 2.497
N 1.443 -0.787 -0.799 0.492 0.142 0.420
C 0.086 -3.713 1.528 -0.298 -0.174 -0.001
C 1.726 -0.328 -2.063 -0.398 0.446 0.030
C -1.897 1.207 1.467 -0.151 -0.212 -0.103
C -0.670 2.855 -3.295 -0.212 0.042 0.128
C -1.663 3.011 3.053 -0.355 -0.504 -0.440
C -3.254 1.347 1.425 2.307 1.612 1.953
C 1.558 2.833 -1.543 -0.314 0.572 0.382
C -3.081 3.157 3.063 0.325 -1.013 -0.871
C 3.950 -1.280 -1.950 -0.274 -0.071 0.099
C 2.960 -0.630 -2.666 0.520 -0.461 0.214
C -3.876 2.316 2.229 -0.066 -0.100 -0.172
C -1.080 2.019 2.229 -1.605 0.659 0.529
C 2.418 -1.413 -0.089 0.831 -0.242 -0.044
C 0.784 0.537 -2.740 -0.470 -2.696 0.119
C 0.437 -1.818 3.605 -0.379 0.078 0.289
C 3.694 -1.674 -0.624 -0.633 -0.166 0.785
C 2.138 -1.816 1.381 0.333 0.331 -0.623
H 0.307 -3.979 0.482 -0.047 0.071 0.339
H -2.307 -1.981 -1.459 0.638 -0.153 -3.180
H 0.961 -0.895 3.891 -0.196 -0.301 -0.046
H 0.834 0.562 -3.799 0.580 0.335 -0.972
H -1.290 3.652 -2.864 0.180 -0.132 -0.222
H -0.642 -0.677 -2.851 1.699 1.504 0.070
H 3.103 -0.278 -3.679 0.224 -0.023 0.059
H -3.110 -1.040 -0.218 -0.751 -0.457 0.541
H -1.395 -1.821 -3.505 -0.232 -0.042 0.046
H 4.935 -1.472 -2.381 -0.335 0.087 0.016
H 0.943 -2.699 4.027 -0.107 0.347 -0.093
H 4.445 -2.192 0.018 -0.649 0.551 -0.757
H -0.593 -1.764 3.987 0.348 -0.049 0.126
H 0.134 3.296 -3.899 -0.261 -0.175 0.089
H -3.071 -2.834 -0.359 -1.184 -1.625 0.096
H 2.582 -1.048 2.058 -0.224 -0.520 -0.481
H 1.929 3.298 -2.470 -0.024 -0.149 0.351
H 2.616 -2.800 1.596 -0.230 0.754 -0.057
H -1.308 2.218 -3.919 0.092 0.151 0.064
H 0.740 -4.289 2.203 -0.269 0.106 -0.303
H 2.328 2.171 -1.125 -0.284 0.163 -0.087
H -0.968 -3.955 1.740 0.361 -0.122 -0.029
H 1.307 3.598 -0.800 0.312 0.098 -0.141
```
Positions in Å, forces in eV/Å.

The total charge is +1. The calculation puts the HOMO-LUMO gap (alpha / beta) at 5.317 / 5.371 eV. The multiplicity is 8. The calculation puts the HOMO energy (alpha / beta) at -0.3342 / -0.3352 Eh. For the LUMO energy (alpha / beta), the calculation gives -0.13878 / -0.13786 hartree.

These are the Mulliken partial charges, in e, on atoms 1 to 8: Eu 0.656; Cl -0.128; Cl -0.150; Cl -0.197; Cl -0.168; Cl -0.312; P 0.853; P 0.807

---

# C17H23ClFN2O6

The ion C17H23ClFN2O6 with charge +1 (ωB97M-V/def2-TZVPD, the Open Molecules 2025 dataset).

Structure (XYZ):
```
50
Properties=species:S:1:pos:R:3:forces:R:3
Cl -4.287 0.204 4.221 -0.081 -0.085 0.153
F 1.001 -2.074 -3.245 0.240 -0.074 0.212
O -5.187 -0.383 -1.547 -0.013 0.028 0.329
O 2.274 -2.306 2.776 0.278 -0.046 -0.137
O 4.449 2.579 -0.191 0.924 0.173 0.645
O 0.646 -3.123 1.526 -0.683 -0.882 -0.261
O 3.388 0.866 -1.127 -1.001 -0.099 0.059
O -3.419 0.238 -0.415 0.811 0.915 0.476
N -1.426 -0.215 0.652 0.199 0.129 0.006
N -4.292 -0.847 -1.038 -0.513 -0.868 -0.812
C -0.171 -0.615 -1.792 -0.201 0.039 0.453
C 2.295 3.084 -0.966 -0.602 0.176 -0.157
C 1.063 2.834 -0.089 0.114 -0.408 0.084
C 2.028 -1.095 -0.649 0.215 0.444 0.477
C 3.463 2.180 -0.705 -0.027 0.132 -0.399
C -4.324 -0.880 2.810 0.050 0.170 -0.164
C -0.109 -0.572 0.633 0.194 0.081 -0.600
C -1.510 -0.266 -1.729 0.149 -0.032 0.683
C 0.577 -0.789 1.950 -0.126 -0.125 -0.055
C -2.918 -1.235 2.380 -0.253 0.541 -0.529
C 0.397 -0.831 -3.176 -0.298 0.193 -0.320
C 1.163 -2.193 2.039 0.508 0.645 0.080
C 0.558 -0.751 -0.591 -0.217 -0.015 -0.139
C -2.115 -0.079 -0.498 -0.307 -0.009 -0.578
C 1.316 0.262 -3.677 0.323 -0.276 0.000
C -2.173 0.034 1.906 -0.408 -0.439 0.563
C 2.976 -0.033 -0.077 0.330 -0.122 -0.773
H -0.125 -0.758 2.773 -0.082 -0.023 0.122
H 2.225 -2.036 -0.147 -0.116 -0.233 0.109
H -0.447 -0.880 -3.862 -0.146 -0.125 -0.041
H 3.876 -0.537 0.266 0.092 0.046 0.331
H -2.099 -0.130 -2.620 -0.115 -0.002 -0.117
H -4.927 -1.758 3.000 0.018 -0.104 0.412
H 2.643 4.089 -0.774 0.229 0.139 0.043
H 2.773 -1.481 2.750 0.040 0.039 0.391
H 0.477 3.741 -0.010 -0.130 0.093 -0.024
H 0.740 1.100 -4.055 -0.079 0.148 0.030
H 1.989 3.055 -2.010 0.110 -0.182 -0.180
H 2.037 0.595 -2.942 0.016 0.116 0.217
H 1.886 -0.161 -4.499 -0.032 0.017 -0.241
H 0.427 2.043 -0.483 -0.090 -0.050 -0.163
H -2.908 0.809 1.742 0.021 0.210 -0.399
H 1.302 -0.015 2.167 0.185 0.169 -0.055
H -3.035 -1.875 1.507 0.197 -0.415 0.058
H -2.391 -1.751 3.174 0.152 -0.218 -0.004
H -4.819 -0.327 2.019 -0.087 0.113 -0.114
H 1.342 2.531 0.919 0.074 0.159 0.200
H 2.531 0.564 0.708 -0.010 -0.033 0.350
H 2.356 -1.247 -1.666 -0.088 -0.139 -0.235
H -1.515 0.431 2.661 0.236 0.089 0.013
```
Positions in Å, forces in eV/Å.

The total charge is +1. The calculation puts the HOMO-LUMO gap at 8.496 eV. The value obtained for the energy above the lowest of the compared OMol25 structures with the same formula, charge and spin is 0.0000 eV. The calculation puts the HOMO energy at -0.4835 Eh. For the LUMO energy, the calculation gives -0.17130 hartree.

These are the natural (NBO) partial charges, in e, on atoms 1 to 8: Cl -0.044; F -0.343; O -0.108; O -0.647; O -0.501; O -0.533; O -0.564; O -0.474

---

# C17H23F3NO5P

A cluster of 2 separate species, C17H23F3NO5P in total (ωB97M-V/def2-TZVPD, the Open Molecules 2025 dataset).

Structure (XYZ):
```
50
Properties=species:S:1:pos:R:3:forces:R:3
P -4.863 -1.082 -1.590 -0.386 0.455 -0.771
F -1.296 -3.754 -2.087 0.073 0.035 -0.085
F -2.122 -4.165 -0.142 0.051 0.054 0.091
F -2.648 -5.422 -1.816 -0.040 -0.138 -0.013
O 1.192 1.122 -2.800 0.163 0.295 0.277
O 1.489 -0.245 3.943 0.003 -0.010 0.014
O -3.483 -3.425 -1.741 -0.042 0.014 -0.237
O 1.758 0.843 2.109 0.018 0.204 0.176
O 2.672 -0.297 -1.966 0.057 -0.121 -0.204
N 2.186 0.267 3.090 -0.040 -0.027 -0.036
C 6.368 -0.065 3.484 -0.024 0.001 0.000
C -2.801 1.223 -1.465 -0.087 0.392 0.434
C 0.914 -1.028 0.117 -0.200 0.058 -0.357
C 5.827 0.616 2.401 0.023 -0.046 0.078
C -3.859 1.290 -0.371 -0.343 -0.247 0.193
C 1.622 0.269 -1.838 0.020 -0.418 -0.160
C -4.604 -0.040 -0.094 0.056 0.007 0.265
C -3.256 -2.006 -1.746 0.198 0.099 0.367
C 5.537 -0.628 4.444 0.045 0.042 -0.070
C -2.405 -4.170 -1.457 -0.084 -0.008 0.028
C -1.855 2.424 -1.478 0.162 -0.322 -0.035
C 4.453 0.734 2.270 0.057 0.071 -0.137
C 4.161 -0.516 4.324 0.019 -0.079 0.143
C 0.738 0.026 -0.678 -0.302 -0.311 0.400
C -0.918 2.393 -2.703 0.067 -0.233 0.176
C 0.588 2.363 -2.396 -0.387 0.423 -0.509
C 3.645 0.162 3.235 0.110 -0.006 0.011
H -2.181 0.342 -1.283 0.005 -0.135 -0.308
H -5.685 -2.113 -1.098 0.251 -0.111 0.368
H -2.401 3.366 -1.420 -0.103 -0.008 -0.060
H -1.103 1.484 -3.278 -0.096 0.018 -0.046
H -3.303 1.139 -2.430 0.109 -0.200 -0.099
H 1.086 3.123 -2.998 0.134 -0.076 0.017
H -3.414 1.601 0.577 0.099 0.100 -0.057
H -1.146 3.219 -3.376 0.053 0.069 0.041
H 5.960 -1.157 5.286 -0.005 -0.005 0.012
H 6.475 1.053 1.654 -0.004 0.003 -0.016
H -2.566 -1.748 -0.939 -0.112 0.015 0.105
H 7.441 -0.160 3.579 0.006 0.005 0.004
H 4.021 1.254 1.429 -0.086 -0.037 0.018
H 0.401 -1.085 1.069 -0.330 -0.214 -0.201
H -1.257 2.361 -0.565 -0.018 0.221 0.069
H 1.535 -1.864 -0.179 0.448 0.268 0.191
H -4.612 2.042 -0.617 0.119 0.110 -0.124
H -2.783 -1.697 -2.678 0.020 -0.224 -0.086
H 3.504 -0.949 5.063 -0.079 0.022 -0.051
H -4.120 -0.603 0.707 0.115 -0.040 -0.066
H -5.600 0.209 0.277 -0.058 -0.112 0.004
H -0.090 0.690 -0.471 0.312 0.346 0.153
H 0.800 2.604 -1.354 0.035 -0.204 0.094
```
Positions in Å, forces in eV/Å.

The total charge is 0. The calculation puts the HOMO-LUMO gap at 8.405 eV. The calculation puts the HOMO energy at -0.3308 Eh. For the LUMO energy, the calculation gives -0.02189 hartree.

These are the natural (NBO) partial charges, in e, on atoms 1 to 8: P 0.511; F -0.327; F -0.333; F -0.306; O -0.517; O -0.381; O -0.523; O -0.382

---

| no. | calculated total energy (eV) |
| --- | --- |
| 1 | -59786.51779 |
| 2 | -160444.32871 |
| 3 | -124096.52340 |
| 4 | -48498.22047 |
| 5 | -47167.00958 |